# 1
# C18H41O2P3Re

C18H41O2P3Re as an isolated structure (ωB97M-V/def2-TZVPD, the Open Molecules 2025 dataset).

Structure (ORCA input):
```
! wB97M-V def2-TZVPD RIJCOSX def2/J DEFGRID3
* xyz 4 4
Re 0.051 0.152 1.912
P 0.325 -1.733 0.614
P 2.306 0.092 2.473
P -2.007 0.548 0.928
H 1.631 2.266 0.820
C 0.577 2.079 1.034
C 0.103 2.260 2.399
H 0.814 2.561 3.163
C 0.972 -1.566 -1.125
C 1.450 -3.107 1.167
C -1.112 -2.849 0.225
C 3.048 1.570 3.304
C 3.067 -1.191 3.577
C 3.479 -0.006 1.044
C -2.810 2.196 1.190
C -3.501 -0.496 1.266
C -2.048 0.549 -0.922
H -0.044 2.443 0.213
H -0.860 2.738 2.559
H 1.057 -2.537 -1.630
H 1.951 -1.083 -1.103
H 0.302 -0.920 -1.697
H 1.435 -3.935 0.448
H 1.114 -3.475 2.141
H 2.480 -2.758 1.270
H -0.781 -3.713 -0.362
H -1.878 -2.319 -0.346
H -1.560 -3.202 1.158
H 4.120 1.404 3.454
H 2.570 1.730 4.275
H 2.908 2.466 2.695
H 4.150 -1.235 3.417
H 2.636 -2.176 3.395
H 2.880 -0.920 4.618
H 4.514 0.154 1.370
H 3.205 0.755 0.309
H 3.412 -0.985 0.564
H -3.742 2.242 0.618
H -2.147 2.999 0.858
H -3.031 2.345 2.250
H -4.334 -0.194 0.621
H -3.804 -0.371 2.309
H -3.283 -1.551 1.098
H -3.021 0.883 -1.298
H -1.847 -0.452 -1.309
H -1.265 1.219 -1.286
C -0.977 0.152 -5.667
C -0.295 0.559 -6.817
C -0.122 1.920 -7.073
C -0.624 2.875 -6.190
C -1.304 2.457 -5.044
C -1.484 1.102 -4.776
O -1.180 -1.173 -5.360
H -0.780 -1.717 -6.057
H 0.098 -0.185 -7.508
H 0.409 2.229 -7.969
H -0.488 3.933 -6.392
H -1.700 3.192 -4.349
H -2.011 0.766 -3.888
C -0.557 -1.842 3.803
O -0.700 -0.465 3.639
H -1.194 -2.371 3.083
H -0.935 -2.130 4.808
H 0.495 -2.142 3.741
H -0.132 -0.042 4.334
*
```

Values from the calculation:
**HOMO energy (spin up / spin down)**: -20.50 / -20.46 eV
**Relative energy (zero: lowest compared OMol25 entry of this formula, charge and spin)**: 14.1 kcal/mol
**E_tot**: -53377.69065 eV
**Lowest unoccupied orbital energy (spin up / spin down)**: -0.5600 / -0.5708 Eh


# 2
# CH3InNO2

CH3InNO2 as an isolated structure (ωB97M-V/def2-TZVPD, the Open Molecules 2025 dataset).

Structure (ORCA input):
```
! wB97M-V def2-TZVPD RIJCOSX def2/J DEFGRID3
* xyz 3 1
In -0.679 -1.776 2.043
C 0.700 0.610 -0.239
N -0.603 -0.174 -0.383
O -1.252 0.069 -1.419
O -0.962 -0.949 0.493
H 0.924 1.035 -1.217
H 1.353 -0.159 0.176
H 0.519 1.344 0.546
*
```

Values from the calculation:
**HOMO energy**: -27.43 eV
**Relative energy (zero: lowest compared OMol25 entry of this formula, charge and spin)**: 44.2 kcal/mol
**E_tot**: -11795.73189 eV
**Lowest unoccupied orbital energy**: -0.8304 Eh


# 3
# C2FIrLi2O2

C2FIrLi2O2 as an isolated structure (ωB97M-V/def2-TZVPD, the Open Molecules 2025 dataset).

Structure (ORCA input):
```
! wB97M-V def2-TZVPD RIJCOSX def2/J DEFGRID3
* xyz 0 5
C -0.169 -1.315 -0.017
O 0.744 -2.228 0.097
Ir 1.296 0.832 -0.088
F 0.241 2.424 0.088
C -1.056 -0.459 -0.073
O -2.034 0.389 -0.065
Li -1.499 2.108 0.145
Li 2.476 -1.752 -0.087
*
```

Values from the calculation:
**HOMO energy (spin up / spin down)**: -6.98 / -7.04 eV
**E_tot**: -12131.29457 eV
**Lowest unoccupied orbital energy (spin up / spin down)**: -0.0121 / -0.0471 Eh


# 4
# C4H7N3S

One molecule with the formula C4H7N3S (ωB97M-V/def2-TZVPD, the Open Molecules 2025 dataset).

Structure (ORCA input):
```
! wB97M-V def2-TZVPD RIJCOSX def2/J DEFGRID3
* xyz 0 1
N -1.257 -1.191 0.747
N -0.631 -0.697 -0.241
N -0.249 -1.460 -1.226
C 0.470 -0.703 -2.155
C 0.876 0.419 -1.477
C 0.065 0.438 -0.381
C -0.068 1.281 0.839
S 1.177 0.677 2.125
H -1.986 -1.927 0.240
H -0.675 -1.840 1.303
H 0.829 -1.271 -3.006
H 1.658 1.292 -1.529
H 0.268 2.294 0.654
H -1.231 0.999 1.093
H 0.755 1.689 3.012
*
```

Values from the calculation:
**HOMO energy**: -8.80 eV
**Relative energy (zero: lowest compared OMol25 entry of this formula, charge and spin)**: 103.9 kcal/mol
**SMILES string**: Nn1nccc1CS
**E_tot**: -19563.27158 eV
**Lowest unoccupied orbital energy**: 0.0270 Eh


# 5
# C5H17NO3S2

A 4-piece molecular cluster, C5H17NO3S2 overall (ωB97M-V/def2-TZVPD, the Open Molecules 2025 dataset).

Structure (ORCA input):
```
! wB97M-V def2-TZVPD RIJCOSX def2/J DEFGRID3
* xyz -2 1
C -1.574 -1.884 -0.037
C -1.810 -1.498 1.447
S -3.489 -1.865 2.038
C -0.076 -1.929 -0.376
N 0.632 -0.651 -0.471
C 1.756 -0.461 0.530
C 2.931 0.230 -0.162
S 3.996 1.183 0.977
H -1.996 -2.875 -0.190
H -2.088 -1.097 -0.582
H -1.041 -2.013 2.031
H -1.682 -0.411 1.495
H -0.011 -2.388 -1.371
H 0.338 -2.592 0.372
H -0.035 0.089 -0.277
H 2.045 -1.458 0.858
H 1.264 0.134 1.302
H 3.463 -0.534 -0.726
H 2.509 0.964 -0.848
H -1.179 -0.031 -2.619
H -1.628 1.390 -2.225
O -1.545 0.789 -2.975
H 0.662 2.680 0.660
H 1.937 3.215 0.654
O 1.030 3.572 0.721
H -0.955 1.933 0.174
H -1.888 3.146 0.026
O -1.566 2.362 -0.425
*
```

Values from the calculation:
**HOMO energy**: -0.55 eV
**Relative energy (zero: lowest compared OMol25 entry of this formula, charge and spin)**: 7.1 kcal/mol
**E_tot**: -34763.33312 eV
**Lowest unoccupied orbital energy**: 0.1918 Eh


# 6
# C25H18BrF5MnNS

C25H18BrF5MnNS as an isolated structure (ωB97M-V/def2-TZVPD, the Open Molecules 2025 dataset).

Structure (ORCA input):
```
! wB97M-V def2-TZVPD RIJCOSX def2/J DEFGRID3
* xyz -1 2
Mn -0.003 -0.410 0.492
C 1.082 0.955 2.945
N 1.430 -0.154 2.038
C 2.852 -0.023 1.682
C 1.229 -1.436 2.753
C -0.242 -1.593 3.028
C -0.678 -2.210 4.193
C -2.037 -2.314 4.447
C -2.937 -1.785 3.532
C -2.484 -1.175 2.369
C -1.123 -1.054 2.057
H 1.704 0.896 3.849
H 0.032 0.898 3.221
H 1.261 1.901 2.443
H 3.463 -0.022 2.594
H 3.010 0.912 1.147
H 3.143 -0.840 1.027
H 1.834 -1.449 3.671
H 1.602 -2.225 2.095
H 0.040 -2.598 4.911
H -2.391 -2.787 5.356
H -4.002 -1.851 3.733
H -3.225 -0.776 1.683
Br -2.106 -0.872 -1.026
C -2.529 0.956 -1.273
C -3.694 1.298 -1.899
C -3.963 2.658 -2.147
C -3.046 3.607 -1.797
C -1.829 3.252 -1.165
C -0.854 4.235 -0.870
C 0.332 3.849 -0.317
C 0.563 2.499 0.022
C -0.353 1.476 -0.163
C -1.556 1.895 -0.843
H -4.392 0.533 -2.211
H -4.888 2.939 -2.636
H -3.229 4.654 -2.010
H -1.055 5.272 -1.115
H 1.103 4.588 -0.120
H 1.536 2.274 0.450
F 2.910 -2.627 -6.473
C 2.563 -2.401 -5.201
C 3.419 -1.725 -4.352
F 4.602 -1.296 -4.811
C 3.052 -1.499 -3.039
F 3.927 -0.844 -2.273
C 1.833 -1.930 -2.515
S 1.432 -1.649 -0.830
C 0.997 -2.604 -3.402
F -0.192 -3.054 -2.995
C 1.344 -2.843 -4.719
F 0.510 -3.500 -5.535
*
```

Values from the calculation:
**HOMO energy (spin up / spin down)**: -3.99 / -4.03 eV
**Relative energy (zero: lowest compared OMol25 entry of this formula, charge and spin)**: 0.0 kcal/mol
**E_tot**: -153491.65247 eV
**Lowest unoccupied orbital energy (spin up / spin down)**: 0.1017 / 0.1017 Eh


# 7
# C5H8OS2

C5H8OS2 as an isolated structure (ωB97M-V/def2-TZVPD, the Open Molecules 2025 dataset).

Structure (ORCA input):
```
! wB97M-V def2-TZVPD RIJCOSX def2/J DEFGRID3
* xyz 0 1
C -1.873 -0.109 0.083
C -2.626 -0.933 -0.580
C 0.157 1.476 0.404
C 0.641 0.229 -0.112
C 2.115 0.049 0.048
O 0.125 -2.317 -0.146
S -1.658 1.610 0.416
S -0.034 -1.224 0.792
H -2.222 -1.924 -0.572
H -3.589 -0.768 -1.018
H 0.519 1.478 1.499
H 0.609 2.401 -0.081
H 0.321 0.148 -1.077
H 2.807 0.699 -0.491
H 2.260 -0.948 -0.290
H 2.448 0.133 1.126
*
```

Values from the calculation:
**HOMO energy**: -8.64 eV
**Relative energy (zero: lowest compared OMol25 entry of this formula, charge and spin)**: 72.3 kcal/mol
**E_tot**: -29029.54780 eV
**Lowest unoccupied orbital energy**: 0.0068 Eh


# 8
# C14H26N3O5S

A 3-piece molecular cluster, C14H26N3O5S overall (ωB97M-V/def2-TZVPD, the Open Molecules 2025 dataset).

Structure (ORCA input):
```
! wB97M-V def2-TZVPD RIJCOSX def2/J DEFGRID3
* xyz 1 1
C -1.333 -1.407 0.104
C -1.062 -0.393 1.176
N 0.366 0.155 1.177
C 0.535 1.085 0.023
C 1.969 1.515 -0.278
C 1.970 2.125 -1.680
S 2.053 0.846 -2.898
O 1.551 1.357 -4.100
O 1.356 -0.310 -2.412
O 3.574 0.437 -2.999
C 1.322 -0.970 1.163
O 0.934 -1.855 2.164
O 1.433 -3.137 1.843
H -2.385 -1.644 0.165
H -1.154 -1.040 -0.899
H -0.792 -2.337 0.232
H -1.297 -0.738 2.170
H -1.700 0.463 0.996
H 0.466 0.678 2.046
H 0.084 0.689 -0.874
H -0.015 1.981 0.278
H 2.681 0.701 -0.292
H 2.279 2.291 0.409
H 2.843 2.758 -1.756
H 1.104 2.739 -1.900
H 3.535 -0.521 -3.194
H 1.421 -1.439 0.191
H 2.301 -0.575 1.428
H 2.401 -3.030 1.842
N -0.238 5.254 -3.346
C 0.060 4.071 -3.976
C -1.120 3.489 -4.353
C -2.170 4.353 -3.938
C -1.595 5.433 -3.323
H 0.435 5.893 -2.963
H 1.078 3.751 -4.103
H -1.219 2.551 -4.873
H -3.227 4.201 -4.080
H -2.031 6.309 -2.876
N -2.227 -3.635 4.095
C -2.755 -4.746 4.696
C -1.744 -5.653 4.860
C -0.559 -5.066 4.341
C -0.885 -3.821 3.876
H -2.748 -2.813 3.853
H -3.798 -4.795 4.954
H -1.842 -6.628 5.304
H 0.422 -5.510 4.313
H -0.276 -3.062 3.413
*
```

Values from the calculation:
**HOMO energy**: -10.26 eV
**Relative energy (zero: lowest compared OMol25 entry of this formula, charge and spin)**: 62.2 kcal/mol
**E_tot**: -40471.98562 eV
**Lowest unoccupied orbital energy**: -0.1132 Eh


# 9
# C50H61FGe3LuN4O6Te2

C50H61FGe3LuN4O6Te2 as an isolated structure (ωB97M-V/def2-TZVPD, the Open Molecules 2025 dataset).

Structure (ORCA input):
```
! wB97M-V def2-TZVPD RIJCOSX def2/J DEFGRID3
* xyz -1 1
Lu -0.499 3.112 -0.845
C -6.664 -1.398 -1.542
C -6.526 -0.699 -0.191
N -5.268 0.036 0.052
C -5.099 1.271 -0.217
C -3.877 1.937 -0.161
C -3.855 3.331 -0.631
O -4.887 3.986 -0.674
O -2.639 3.834 -0.815
C -2.706 1.173 0.193
O -1.521 1.605 0.252
C -2.866 -0.221 0.516
C -1.854 -0.875 1.266
C -2.198 -2.085 1.847
F -1.089 -2.649 2.399
C -3.314 -2.859 1.609
C -4.373 -2.153 0.939
C -4.160 -0.850 0.512
N -3.322 -4.256 1.786
C -2.475 -4.935 2.695
C -1.084 -5.285 2.083
N -0.871 -4.705 0.656
C -2.074 -4.706 -0.265
C -3.363 -4.934 0.448
H -7.702 -1.802 -1.451
H -5.963 -2.285 -1.631
H -6.745 -0.795 -2.423
H -6.857 -1.367 0.588
H -7.289 0.091 -0.085
H -6.019 1.848 -0.658
H -0.963 -0.327 1.337
H -5.243 -2.697 0.538
H -2.973 -5.855 2.987
H -2.293 -4.295 3.523
H -0.925 -6.407 1.927
H -0.231 -5.002 2.610
H -0.070 -5.136 0.147
H -0.520 -3.726 0.724
H -1.830 -5.570 -0.912
H -2.065 -3.747 -0.939
H -3.355 -5.953 0.617
H -4.200 -4.686 -0.204
O -1.372 1.643 -2.365
H -1.414 1.468 -3.336
H -1.741 0.888 -1.876
O -0.160 4.735 0.775
H 0.689 4.902 1.179
H -0.683 5.566 0.608
O 2.631 4.430 1.389
H 2.445 3.493 1.697
H 3.149 4.287 0.579
Te 1.883 1.082 -0.151
Te -2.292 5.573 -1.907
C 1.865 2.210 3.912
Ge 1.433 0.355 4.121
C -0.426 0.227 4.605
C 2.474 -0.353 5.624
Ge 2.226 -0.424 1.822
C 1.956 -2.308 1.339
C 2.178 -3.370 2.141
C 2.278 -4.659 1.622
C 2.185 -4.946 0.254
C 1.842 -3.894 -0.602
C 1.739 -2.593 -0.040
C 4.162 -0.522 2.215
C 5.082 0.163 1.416
C 6.445 0.237 1.815
C 6.812 -0.500 3.005
C 5.902 -1.353 3.588
C 4.575 -1.331 3.200
H 1.576 2.736 4.842
H 1.211 2.638 3.125
H 2.877 2.375 3.682
H -0.951 -0.648 4.116
H -1.059 1.103 4.303
H -0.706 0.210 5.585
H 2.281 -1.388 5.802
H 2.317 0.131 6.552
H 3.538 -0.245 5.432
H 2.232 -3.213 3.195
H 2.493 -5.474 2.302
H 2.518 -5.884 -0.122
H 1.829 -4.027 -1.639
H 1.718 -1.722 -0.730
H 4.779 0.697 0.536
H 7.136 0.956 1.374
H 7.859 -0.542 3.403
H 6.306 -2.064 4.323
H 3.940 -1.796 3.861
C 0.836 5.204 -4.470
Ge 1.216 3.585 -3.327
C 3.283 3.785 -3.106
C 4.378 3.128 -3.682
C 5.662 3.254 -3.273
C 5.942 4.197 -2.344
C 4.935 5.024 -1.827
C 3.595 4.848 -2.208
C 0.471 2.353 -4.774
C -0.501 2.774 -5.673
C -1.354 1.897 -6.385
C -1.130 0.575 -6.304
C -0.208 0.046 -5.367
C 0.021 -1.340 -5.337
C 1.013 -1.831 -4.546
C 1.815 -0.995 -3.747
C 1.558 0.377 -3.768
C 0.622 0.922 -4.638
H 1.471 6.039 -4.238
H -0.240 5.523 -4.526
H 1.155 4.915 -5.494
H 4.167 2.450 -4.428
H 6.497 2.734 -3.860
H 6.862 4.345 -1.912
H 5.207 5.782 -1.102
H 2.868 5.342 -1.568
H -0.709 3.842 -5.808
H -2.121 2.351 -7.092
H -1.590 -0.148 -6.910
H -0.679 -2.068 -5.867
H 1.147 -2.866 -4.506
H 2.688 -1.346 -3.142
H 2.305 0.891 -3.117
C -4.095 0.909 3.611
C -5.292 1.074 4.419
N -6.265 1.131 5.013
H -4.297 1.517 2.660
H -4.032 -0.163 3.342
H -3.128 1.130 4.119
*
```

Values from the calculation:
**HOMO energy**: -1.49 eV
**E_tot**: -291555.92557 eV
**Lowest unoccupied orbital energy**: 0.0565 Eh


# 10
# C4H8OS2

One molecule with the formula C4H8OS2 (ωB97M-V/def2-TZVPD, the Open Molecules 2025 dataset).

Structure (ORCA input):
```
! wB97M-V def2-TZVPD RIJCOSX def2/J DEFGRID3
* xyz 0 1
C -1.788 1.836 -1.584
S -0.144 1.940 -0.918
S -0.237 1.139 0.921
C -0.267 -0.664 0.764
C 1.032 -1.248 0.231
C 2.171 -1.106 1.252
O 3.174 -1.749 1.141
H -1.872 1.867 -2.672
H -2.491 2.592 -1.231
H -2.280 0.873 -1.405
H -0.505 -1.005 1.772
H -1.118 -1.020 0.178
H 1.386 -0.688 -0.632
H 0.985 -2.325 0.066
H 1.955 -0.442 2.119
*
```

Values from the calculation:
**HOMO energy**: -9.03 eV
**Relative energy (zero: lowest compared OMol25 entry of this formula, charge and spin)**: 11.4 kcal/mol
**SMILES string**: CSSCCC=O
**E_tot**: -27995.20535 eV
**Lowest unoccupied orbital energy**: 0.0261 Eh


# 11
# C23H20N2O6

One molecule with the formula C23H20N2O6 (ωB97M-V/def2-TZVPD, the Open Molecules 2025 dataset).

Structure (ORCA input):
```
! wB97M-V def2-TZVPD RIJCOSX def2/J DEFGRID3
* xyz 0 1
C 2.419 0.770 4.612
O 2.416 -0.219 3.609
C 2.867 0.100 2.374
C 2.837 -0.932 1.429
C 3.247 -0.715 0.135
C 3.710 0.544 -0.255
C 4.122 0.870 -1.633
O 4.945 1.722 -1.885
C 3.459 0.064 -2.762
C 3.537 0.788 -4.106
O 2.148 -0.383 -2.457
C 1.226 0.479 -1.947
C 1.388 1.851 -1.785
C 0.366 2.596 -1.222
C -0.819 2.013 -0.817
C -0.987 0.642 -0.984
N -2.146 -0.040 -0.594
C -3.283 0.459 -0.041
O -3.501 1.631 0.184
C -4.312 -0.590 0.273
C -5.653 -0.209 0.231
C -6.660 -1.110 0.531
C -6.342 -2.407 0.894
C -5.005 -2.778 0.956
N -4.658 -4.125 1.345
O -5.558 -4.864 1.676
O -3.485 -4.432 1.310
C -3.986 -1.885 0.650
C 0.032 -0.114 -1.547
C 3.774 1.558 0.700
C 3.351 1.351 1.996
H 2.012 0.289 5.500
H 3.432 1.123 4.825
H 1.785 1.620 4.339
H 2.482 -1.900 1.746
H 3.221 -1.531 -0.569
H 4.039 -0.869 -2.839
H 3.277 0.105 -4.910
H 2.852 1.631 -4.132
H 4.549 1.154 -4.253
H 2.298 2.347 -2.080
H 0.501 3.659 -1.097
H -1.604 2.604 -0.379
H -2.118 -1.033 -0.779
H -5.884 0.811 -0.038
H -7.693 -0.802 0.487
H -7.103 -3.132 1.137
H -2.964 -2.221 0.750
H -0.075 -1.181 -1.679
H 4.150 2.524 0.400
H 3.401 2.165 2.702
*
```

Values from the calculation:
**HOMO energy**: -8.44 eV
**Relative energy (zero: lowest compared OMol25 entry of this formula, charge and spin)**: 93.1 kcal/mol
**SMILES string**: COc1ccc(C(=O)[C@H](C)Oc2cccc(NC(=O)c3cccc([N+](=O)[O-])c3)c2)cc1
**E_tot**: -39438.19308 eV
**Lowest unoccupied orbital energy**: -0.0289 Eh


# 12
# C11H10S2

One molecule with the formula C11H10S2 (ωB97M-V/def2-TZVPD, the Open Molecules 2025 dataset).

Structure (ORCA input):
```
! wB97M-V def2-TZVPD RIJCOSX def2/J DEFGRID3
* xyz 0 1
C -1.538 -0.371 0.353
C -0.056 -0.357 0.290
C 0.684 -0.327 -0.824
C 2.421 -0.484 -0.292
C 3.129 -0.529 -1.404
C 2.210 -0.262 -2.509
S 2.473 -0.135 -4.215
C 0.817 0.074 -4.538
C 0.092 -0.094 -3.354
C 0.898 -0.214 -2.219
S 2.466 -0.685 1.367
C 0.668 -0.525 1.618
C 0.379 0.501 2.668
H -1.744 -1.155 1.110
H -2.218 -0.560 -0.625
H -2.015 0.557 0.771
H 4.132 -0.372 -1.614
H 0.513 -0.159 -5.517
H -0.997 0.088 -3.262
H 0.358 -1.462 2.073
H -0.751 0.448 2.793
H 0.705 1.572 2.467
H 0.980 0.259 3.527
*
```

Values from the calculation:
**HOMO energy**: -7.46 eV
**Relative energy (zero: lowest compared OMol25 entry of this formula, charge and spin)**: 45.8 kcal/mol
**SMILES string**: CC1=C2C(=Cc3sccc32)S[C@H]1C
**E_tot**: -33236.79604 eV
**Lowest unoccupied orbital energy**: 0.0171 Eh